Density functional theory data (wB97M-V/def2-TZVPD) for one molecule with the formula C6H4N2O5 in a non-equilibrium geometry.

Geometry as XYZ:
```
17
Properties=species:S:1:pos:R:3
O -0.567 -0.962 -1.914
C -1.914 -0.182 0.727
C 0.708 0.097 -0.307
H -1.427 -1.925 1.684
O 2.334 1.744 0.077
N 2.162 0.587 -0.034
O 1.523 -0.846 -2.260
N 0.535 -0.663 -1.619
O 2.982 -0.261 0.059
C -0.270 1.294 -0.301
H -2.219 1.768 0.239
H -2.920 -0.312 0.962
H 0.023 2.290 -0.849
C -1.509 1.103 0.082
O 1.220 -1.583 1.557
C 0.407 -1.008 0.874
C -1.069 -1.141 1.021
```

- E_HOMO: -0.3804 Eh
- Structure (SMILES): O=C1C=CC=CC1([N+](=O)[O-])[N+](=O)[O-]
- Lowest unoccupied orbital energy: -0.0459 Eh
- Relative energy (zero: lowest compared OMol25 entry of this formula, charge and spin): 81.3 kcal per mole
- Molecular weight: 184.1 u
- HOMO-LUMO gap: 9.10 eV